# C4H6O2

A structure of composition C4H6O2 at a distorted geometry (the ωB97M-V functional and the def2-TZVPD basis, OMol25).

Values from the calculation:
HOMO level = -9.882 eV
Total charge = 0
Energy = -306.3183 a.u.
Energy relative to the best compared isomer or geometry (same formula, charge and spin) = 118.0 kcal per mole
Gap between HOMO and LUMO = 10.4 eV

Structure (XYZ):
```
12
Properties=species:S:1:pos:R:3:forces:R:3
C -2.0480 0.8418 -1.5086 -0.1 3.7 0.5
C -2.1981 1.8964 -0.7750 2.0 -2.6 0.1
C 0.8210 -0.5880 0.3626 3.3 -3.2 1.2
C 2.0277 -1.0926 1.1029 0.2 -0.1 1.1
H -1.8504 0.1236 -2.5012 -0.8 2.3 3.5
H -1.9764 2.7708 0.2484 -1.1 -3.4 -4.0
H -0.4349 0.7237 0.4303 -0.4 0.4 -0.6
H 2.3201 -2.1131 0.6305 0.2 2.3 0.6
H 2.7852 -0.1423 1.1240 -1.3 -3.0 0.7
H 1.4712 -1.4869 2.0999 1.9 1.5 -1.6
O 0.2762 -1.3663 -0.3338 -2.7 -1.0 -2.4
O 0.4825 0.5886 0.6934 -1.2 3.1 0.9
```
Positions in Å, forces in eV/Å.

# C4H6O2

The molecule C4H6O2 (the ωB97M-V functional and the def2-TZVPD basis, OMol25).

Values from the calculation:
HOMO level = -10.039 eV
Total charge = 0
Structure (SMILES) = C[C@@]1(C=O)CO1
Energy = -306.4388 a.u.
Energy relative to the best compared isomer or geometry (same formula, charge and spin) = 42.3 kcal per mole
Gap between HOMO and LUMO = 10.9 eV

Structure (XYZ):
```
12
Properties=species:S:1:pos:R:3:forces:R:3
C 1.1882 -0.1899 -0.7992 0.0 0.0 0.0
C 0.0519 0.1711 0.1212 0.0 -0.1 -0.3
C -1.0546 1.0454 -0.3874 -0.1 -0.1 -0.3
O -1.4770 0.9610 -1.5141 0.2 0.3 0.4
C -0.4593 -0.7582 1.1393 -0.2 -0.3 0.0
O 0.3680 0.3298 1.4972 0.1 0.2 0.1
H 1.9329 0.6143 -0.8199 -0.2 -0.1 0.0
H 1.6841 -1.1011 -0.4495 -0.1 0.2 -0.1
H 0.8061 -0.3434 -1.8117 0.1 0.0 0.1
H -1.5187 1.7013 0.3814 0.0 -0.1 -0.1
H -1.4903 -0.6736 1.4811 0.1 -0.1 0.0
H -0.0314 -1.7567 1.1615 0.1 0.1 0.2
```
Positions in Å, forces in eV/Å.

# C4H6O2

The molecule C4H6O2 at a distorted geometry (the ωB97M-V functional and the def2-TZVPD basis, OMol25).

Values from the calculation:
HOMO level = -10.022 eV
Total charge = 0
Structure (SMILES) = C1O[C@@H]1[C@H]1CO1
Energy = -306.3325 a.u.
Energy relative to the best compared isomer or geometry (same formula, charge and spin) = 109.1 kcal per mole
Gap between HOMO and LUMO = 11.2 eV

Structure (XYZ):
```
12
Properties=species:S:1:pos:R:3:forces:R:3
C -1.8712 -0.5955 -0.0463 -2.0 1.5 4.8
O -1.5465 0.7829 -0.1413 -4.4 4.0 -2.8
C -0.6951 0.1611 0.5754 3.6 -6.1 -4.2
C 0.5855 -0.1909 -0.3209 0.6 0.8 1.9
C 1.8254 0.5637 -0.0811 0.2 2.7 1.1
O 1.7091 -0.7688 0.3396 0.7 0.2 1.2
H -1.6829 -1.0625 -0.9181 0.5 -1.9 -2.6
H -2.8777 -0.8528 0.5245 2.4 0.7 -1.1
H -0.5401 0.3226 1.5506 0.5 0.7 3.7
H 0.6307 -0.7015 -1.2722 -1.6 0.4 -0.5
H 2.5019 0.8542 -0.8545 0.4 -0.8 -1.0
H 1.9608 1.4876 0.6442 -1.0 -2.3 -0.5
```
Positions in Å, forces in eV/Å.

# C4H6O2

A cluster of 2 separate species, C4H6O2 in total (the ωB97M-V functional and the def2-TZVPD basis, OMol25).

Values from the calculation:
HOMO level = -8.863 eV
Total charge = 0
Energy = -306.3665 a.u.
Energy relative to the best compared isomer or geometry (same formula, charge and spin) = 87.7 kcal per mole
Gap between HOMO and LUMO = 9.1 eV

Structure (XYZ):
```
12
Properties=species:S:1:pos:R:3:forces:R:3
C 1.2221 0.4013 -0.9333 0.0 -0.1 0.0
C 0.3000 0.8740 0.1411 0.3 0.6 0.5
O 0.3330 1.7819 0.8897 -0.1 -0.7 -0.6
C -0.8335 -0.8117 1.2515 -0.1 0.0 -0.1
C -1.2089 -0.6421 -0.0724 0.3 0.0 0.1
O -1.3252 -1.3032 -1.0753 -0.1 0.1 0.2
H 0.8198 -0.4716 -1.4465 0.1 0.1 0.1
H 2.1735 0.1672 -0.4477 -0.1 0.0 -0.1
H 1.3752 1.2213 -1.6430 0.0 -0.1 0.1
H -0.7464 -1.8182 1.6612 0.0 0.2 -0.1
H -0.9739 0.0069 1.9440 0.0 -0.1 -0.1
H -1.1357 0.5942 -0.2694 -0.2 -0.2 0.0
```
Positions in Å, forces in eV/Å.

# C4H6O2

The molecule C4H6O2 at a distorted geometry (the ωB97M-V functional and the def2-TZVPD basis, OMol25).

Values from the calculation:
HOMO level = -9.603 eV
Total charge = 0
Structure (SMILES) = C1O[C@H]1[C@H]1CO1
Energy = -306.3351 a.u.
Energy relative to the best compared isomer or geometry (same formula, charge and spin) = 107.4 kcal per mole
Gap between HOMO and LUMO = 10.2 eV

Structure (XYZ):
```
12
Properties=species:S:1:pos:R:3:forces:R:3
C 0.1375 -0.3555 -1.6400 0.9 -0.3 -1.2
O -1.1353 -0.8870 -1.3720 0.9 2.6 0.3
C -0.3997 0.5595 -0.6752 -1.3 -1.3 -1.6
C -0.3666 0.1536 0.7053 -2.5 -2.7 0.2
C 0.6843 0.0153 1.6904 0.7 0.1 -0.1
O -0.3347 1.0150 1.7806 -0.2 0.6 0.7
H 0.9854 -0.9672 -1.3262 0.0 0.0 -0.1
H 0.2465 0.0525 -2.6431 0.2 -0.2 -0.2
H -0.9633 1.4361 -0.9681 0.1 0.0 -0.1
H -1.2114 -0.6396 0.5404 1.4 1.1 2.1
H 1.6709 0.3941 1.4787 0.2 0.2 -0.1
H 0.6865 -0.7767 2.4291 -0.4 0.0 0.0
```
Positions in Å, forces in eV/Å.

# C4H6O2

The molecule C4H6O2 (the ωB97M-V functional and the def2-TZVPD basis, OMol25).

Values from the calculation:
HOMO level = -9.646 eV
Total charge = 0
Structure (SMILES) = O=C[C@@H]1C[C@@H]1O
Energy = -306.4416 a.u.
Energy relative to the best compared isomer or geometry (same formula, charge and spin) = 40.6 kcal per mole
Gap between HOMO and LUMO = 10.4 eV

Structure (XYZ):
```
12
Properties=species:S:1:pos:R:3:forces:R:3
O 2.3056 -0.1072 1.5528 -0.4 0.0 -0.1
C 1.1673 0.1215 1.2126 0.2 -0.1 0.0
C 0.4783 -0.6356 0.1261 0.1 -0.1 0.1
C 0.1166 0.0948 -1.1587 0.0 0.1 -0.1
C -0.9526 -0.3114 -0.2039 0.0 -0.2 -0.1
O -1.5500 0.6711 0.5887 -0.1 0.2 -0.1
H 0.5604 0.9023 1.7106 0.2 0.0 -0.1
H 0.8246 -1.6603 0.0167 -0.1 0.2 0.0
H 0.2328 -0.4652 -2.0820 0.0 0.1 0.2
H 0.3621 1.1529 -1.2262 -0.1 -0.2 0.1
H -1.6086 -1.1396 -0.4744 0.1 0.1 0.1
H -1.9412 1.3344 0.0071 0.0 -0.1 0.1
```
Positions in Å, forces in eV/Å.

# C4H6O2

The molecule C4H6O2 at a distorted geometry (the ωB97M-V functional and the def2-TZVPD basis, OMol25).

Values from the calculation:
HOMO level = -8.741 eV
Total charge = 0
Structure (SMILES) = O=C=CCCO
Energy = -306.4511 a.u.
Energy relative to the best compared isomer or geometry (same formula, charge and spin) = 34.7 kcal per mole
Gap between HOMO and LUMO = 9.5 eV

Structure (XYZ):
```
12
Properties=species:S:1:pos:R:3:forces:R:3
O -0.9921 -0.9232 -2.4823 0.2 0.7 0.7
C -0.8016 -0.1210 -1.6540 -0.1 -0.3 -0.5
C -0.6365 0.8653 -0.7921 0.0 -0.1 -0.1
C 0.1139 0.7904 0.5172 0.0 0.0 0.1
C 0.8721 -0.5220 0.6946 0.2 0.2 0.0
O 0.1089 -1.6417 0.2863 -0.2 -0.1 0.1
H -1.1428 1.7887 -1.0594 0.1 -0.1 -0.1
H 0.8352 1.6157 0.5852 -0.1 -0.1 0.0
H -0.5860 0.9269 1.3555 0.1 0.0 -0.1
H 1.2050 -0.6231 1.7391 -0.1 0.0 -0.2
H 1.7623 -0.5338 0.0586 -0.1 0.0 0.1
H -0.7383 -1.6222 0.7514 0.1 -0.1 0.0
```
Positions in Å, forces in eV/Å.

# C4H6O2

The molecule C4H6O2 (the ωB97M-V functional and the def2-TZVPD basis, OMol25).

Values from the calculation:
HOMO level = -10.301 eV
Total charge = 0
Structure (SMILES) = O=C1CCCO1
Energy = -306.5054 a.u.
Energy relative to the best compared isomer or geometry (same formula, charge and spin) = 0.5 kcal per mole
Gap between HOMO and LUMO = 11.1 eV

Structure (XYZ):
```
12
Properties=species:S:1:pos:R:3:forces:R:3
O -1.4355 2.2126 -0.1627 0.2 -0.5 0.1
C -0.8676 1.1605 -0.0561 -0.1 0.4 -0.1
C 0.4212 0.7242 -0.7323 0.0 0.1 0.0
C 0.8153 -0.5701 -0.0231 0.1 -0.1 0.0
C -0.4687 -0.9779 0.7243 0.1 -0.3 0.1
O -1.3426 0.1537 0.7149 0.0 0.2 0.0
H 0.2092 0.5829 -1.7973 0.0 0.0 0.2
H 1.1625 1.5213 -0.6525 -0.1 -0.1 0.0
H 1.1405 -1.3500 -0.7149 -0.1 0.1 0.1
H 1.6328 -0.3998 0.6819 -0.1 0.0 -0.1
H -0.2818 -1.2402 1.7687 0.0 0.0 -0.1
H -0.9854 -1.8172 0.2491 0.0 0.1 0.0
```
Positions in Å, forces in eV/Å.

Q: Which formula does entry 2 have?
A: C4H6O2

Q: Among the records above, which one has the lowest gap between HOMO and LUMO?
A: number 4

Q: Which value of HOMO level does entry 6 give?
A: -9.646 eV

Q: Which value of total charge does entry 5 give?
A: 0